No. 1
{"formula": "C4H12O3S", "method": "the ωB97M-V functional and the def2-TZVPD basis", "species": ["O", "C", "C", "C", "C", "S", "H", "H", "H", "H", "H", "H", "H", "H", "H", "H", "O", "H", "H", "O"], "coordinates": [[1.8089, 2.1050, -1.4642], [1.0523, 1.9173, -0.5421], [0.6163, 0.5274, -0.1913], [-0.5182, 0.2056, 0.7442], [-0.6742, -1.3549, 0.7793], [-2.2517, -1.8335, 1.4434], [0.7466, 2.7386, 0.1332], [1.5616, 0.0094, 0.0788], [0.4077, 0.0999, -1.1952], [-0.3455, 0.5457, 1.7697], [-1.4229, 0.4778, 0.2367], [0.2170, -1.8206, 1.2840], [-0.3590, -1.6750, -0.2475], [-2.5639, -2.9684, 0.7675], [2.4208, -2.4569, -0.7424], [1.4381, -3.4825, -0.2060], [1.4772, -2.6467, -0.6934], [-1.3579, 3.6348, -0.0131], [-0.7306, 2.9958, -1.2460], [-1.5226, 2.9811, -0.6955]], "e_tot_ev": -21319.0132, "molar_mass_g_mol": 140.20, "smiles": "O=CCCCS.O.O", "homo_ev": -8.887, "de_lowest_ev": 0.734, "homo_lumo_gap_ev": 9.36, "lumo_energy_ev": 0.5}



No. 2
{"formula": "C14H29FO8S", "method": "the ωB97M-V functional and the def2-TZVPD basis", "species": ["C", "O", "C", "C", "C", "O", "S", "O", "O", "C", "C", "F", "H", "H", "H", "H", "H", "H", "H", "H", "H", "H", "H", "H", "H", "O", "C", "O", "C", "C", "C", "H", "H", "H", "H", "H", "H", "H", "H", "O", "C", "O", "C", "C", "C", "H", "H", "H", "H", "H", "H", "H", "H"], "coordinates": [[-0.4582, -1.7027, -1.3539], [0.1190, -1.1313, -2.5167], [0.9708, -0.0462, -2.2357], [2.1288, -0.3780, -1.2903], [3.2899, 0.5486, -1.5936], [4.4276, 0.3777, -0.7133], [4.3704, 0.5555, 0.8645], [3.6552, -0.5493, 1.4675], [3.2968, 1.7942, 0.7869], [2.4716, 2.0339, 1.9337], [1.1406, 2.5452, 1.4604], [0.3599, 1.5004, 0.9726], [0.2638, -2.3192, -0.8068], [-1.2869, -2.3318, -1.6749], [-0.8246, -0.9187, -0.6780], [1.3669, 0.2784, -3.2028], [0.3845, 0.7891, -1.8232], [1.8247, -0.2674, -0.2492], [2.4396, -1.4157, -1.4355], [3.6997, 0.3413, -2.5825], [2.9842, 1.5961, -1.5641], [2.3359, 1.1064, 2.4941], [2.9409, 2.7835, 2.5771], [1.2758, 3.2648, 0.6505], [0.6078, 3.0264, 2.2830], [-2.6670, -4.0010, -2.4176], [-2.3814, -5.0357, -2.9561], [-1.1144, -5.2006, -3.3897], [-0.6380, -6.4283, -3.9545], [-0.9689, -6.5458, -5.4268], [-3.4084, -6.1148, -3.2035], [-1.0064, -7.2812, -3.3829], [0.4398, -6.3831, -3.8080], [-2.0451, -6.5813, -5.5963], [-0.5297, -7.4571, -5.8347], [-0.5649, -5.6921, -5.9702], [-3.9404, -5.8629, -4.1217], [-4.1204, -6.0867, -2.3833], [-3.0040, -7.1174, -3.3034], [1.3731, 6.0478, 4.2239], [0.2603, 5.7473, 4.5566], [-0.2750, 4.6176, 4.0384], [-1.5416, 4.0862, 4.4546], [-2.7027, 4.7448, 3.7419], [-0.5656, 6.6110, 5.4780], [-1.6389, 4.1429, 5.5394], [-1.4837, 3.0310, 4.1912], [-2.7748, 5.8054, 3.9820], [-3.6372, 4.2649, 4.0347], [-2.5868, 4.6446, 2.6629], [-1.0343, 7.3889, 4.8739], [0.1133, 7.0909, 6.1776], [-1.3418, 6.0836, 6.0238]], "e_tot_ev": -44919.4861, "molar_mass_g_mol": 376.44, "homo_ev": -9.107, "de_lowest_ev": 0.599, "homo_lumo_gap_ev": 9.80, "lumo_energy_ev": 0.7}



No. 3
{"formula": "C15H30BrN5O5PTi", "method": "the ωB97M-V functional and the def2-TZVPD basis", "species": ["Ti", "C", "N", "C", "C", "O", "C", "O", "C", "C", "O", "N", "C", "C", "H", "H", "H", "H", "H", "H", "H", "H", "H", "H", "H", "H", "H", "H", "H", "H", "N", "C", "P", "O", "O", "C", "N", "H", "H", "H", "H", "H", "H", "H", "H", "H", "H", "Br", "C", "C", "C", "C", "C", "N", "H", "H", "H", "H"], "coordinates": [[0.0437, -0.2931, 0.5421], [-5.3216, -0.4318, -0.2684], [-4.1911, -0.3488, 0.6588], [-4.5415, -0.4434, 2.0801], [-2.9458, -0.1761, 0.2825], [-1.9849, -0.1016, 1.0854], [-2.5929, -0.0744, -1.1978], [-1.2039, 0.2681, -1.3093], [-0.9167, 1.5564, -1.8453], [-0.1902, 2.4269, -0.8277], [0.4120, 1.8664, 0.1330], [-0.1844, 3.7288, -1.0091], [0.4099, 4.6285, -0.0156], [-0.8170, 4.3888, -2.1624], [-5.8934, -1.3303, -0.0441], [-4.9910, -0.4887, -1.3006], [-5.9655, 0.4379, -0.1427], [-5.0763, -1.3763, 2.2501], [-5.1891, 0.3917, 2.3441], [-3.6404, -0.4153, 2.6809], [-3.2063, 0.6660, -1.7091], [-2.7367, -1.0354, -1.6939], [-1.8333, 2.0365, -2.1823], [-0.2660, 1.4258, -2.7146], [0.5427, 4.1061, 0.9263], [-0.2691, 5.4643, 0.1420], [1.3586, 5.0223, -0.3825], [-0.7402, 3.7803, -3.0588], [-0.2842, 5.3177, -2.3486], [-1.8596, 4.6205, -1.9450], [3.0879, 2.0572, 0.5016], [3.5927, 1.2098, -0.6310], [2.8441, -0.4607, -0.3815], [2.6697, -0.5758, 1.0978], [1.5831, -0.6683, -1.1825], [4.0797, -1.6355, -1.0782], [3.3437, -2.8829, -1.4846], [3.5995, 2.9372, 0.5828], [3.1663, 1.5204, 1.3760], [2.0753, 2.2461, 0.3666], [4.6812, 1.1808, -0.5807], [3.2944, 1.6730, -1.5694], [4.8507, -1.9042, -0.3580], [4.5491, -1.2310, -1.9750], [3.0205, -3.4083, -0.6666], [3.9308, -3.5049, -2.0470], [2.5082, -2.6205, -2.0228], [0.3242, -0.6110, 3.3742], [0.5090, -2.3149, 2.5529], [0.9685, -3.3880, 3.2975], [1.0576, -4.6089, 2.6534], [0.6867, -4.7012, 1.3123], [0.2475, -3.5650, 0.6651], [0.1588, -2.3693, 1.2762], [1.2290, -3.2629, 4.3383], [1.3951, -5.4843, 3.1925], [0.7055, -5.6473, 0.7892], [-0.0841, -3.5975, -0.3664]], "multiplicity": 3, "e_tot_ev": -136156.7650, "molar_mass_g_mol": 519.18, "homo_ev": [-14.844, -17.495], "de_lowest_ev": 0.059, "homo_lumo_gap_ev": [7.13, 9.74], "s_squared": 2.00, "lumo_energy_ev": [-7.7, -7.8], "total_charge": 3}